Entry 1:
{"formula": "C4H24N2O9", "method": "wB97M-V/def2-TZVPD", "symbols": ["N", "C", "O", "C", "C", "N", "C", "O", "H", "H", "H", "H", "H", "H", "H", "H", "H", "H", "O", "H", "H", "O", "H", "H", "O", "H", "H", "O", "H", "H", "O", "H", "H", "O", "H", "H", "O", "H", "H"], "coordinates": [[1.65412, 0.47809, -2.35055], [0.37338, 0.38019, -1.87361], [-0.35228, 1.35873, -1.93280], [0.03985, -1.06002, -1.45266], [0.00799, -1.28383, 0.02376], [-1.14733, -0.55161, 0.63888], [-0.24824, -2.76794, 0.44154], [0.50848, -3.06984, 1.68280], [1.96536, 1.39365, -2.59409], [2.32999, -0.15162, -1.94848], [-0.91708, -1.30566, -1.97719], [0.63187, -1.75061, -2.10033], [0.91613, -0.83740, 0.46388], [-0.96352, -0.45860, 1.64178], [-1.29991, 0.38144, 0.27846], [-1.30882, -2.93537, 0.75862], [0.00520, -3.54762, -0.33169], [-0.05628, -2.78600, 2.40547], [-4.15908, -0.11672, -0.58614], [-3.31132, -0.46809, -0.54884], [-4.31315, 0.65007, -1.14735], [2.89469, -1.69165, 1.60657], [2.55061, -0.82706, 1.88133], [2.14289, -2.30159, 1.71491], [-2.76312, 2.18683, -2.16518], [-2.57195, 3.15286, -2.22290], [-1.92471, 1.76420, -2.36913], [-2.17950, 2.44121, 1.82985], [-2.40164, 2.47171, 0.87372], [-2.37840, 1.66667, 2.34013], [1.49883, 0.65580, 1.99571], [1.28948, 1.10814, 1.17592], [1.77395, 1.36341, 2.59320], [0.40873, 2.73617, 0.88301], [0.43538, 2.98426, -0.04141], [-0.36330, 2.58942, 1.39435], [3.76390, -0.67933, -0.69762], [3.20032, -1.09950, -0.05457], [4.26844, -0.07280, -0.22934]], "smiles": "NC(=O)C[C@@H](N)CO.O.O.O.O.O.O.O", "molar_mass_g_mol": 244.2, "total_charge": 0, "orbital_gap_ev": 10.2, "energy_ev": -25945.4158, "homo_energy_ev": -10.0, "relative_energy_kj_mol": 192.1}



Entry 2:
{"formula": "C5H13N2", "method": "wB97M-V/def2-TZVPD", "symbols": ["N", "C", "C", "C", "C", "C", "N", "H", "H", "H", "H", "H", "H", "H", "H", "H", "H", "H", "H", "H"], "coordinates": [[-0.72621, -0.03062, 3.02163], [-0.97695, -0.10948, 1.66380], [-0.22179, -0.79217, 0.79283], [-0.69493, -1.02081, -0.65275], [-0.54958, 0.14624, -1.63920], [0.62103, 1.14745, -1.41840], [1.80160, 0.44343, -0.73446], [-1.44502, 0.22880, 3.67198], [-0.11724, -0.73465, 3.40842], [-2.03461, 0.01735, 1.44338], [0.72543, -1.31064, 0.97019], [-1.76796, -1.17866, -0.63634], [-0.23194, -1.93171, -1.02766], [-0.43770, -0.14749, -2.68273], [-1.47680, 0.68826, -1.49910], [1.12169, 1.60129, -2.27819], [0.27832, 1.95794, -0.78439], [1.26002, 0.16491, 0.11290], [2.54277, 1.08281, -0.43851], [2.32988, -0.22222, -1.29340]], "smiles": "N/C=C/CCC[NH3+]", "molar_mass_g_mol": 101.2, "total_charge": 1, "orbital_gap_ev": 8.9, "energy_ev": -8368.3819, "homo_energy_ev": -12.2, "relative_energy_kj_mol": 234.3}



Entry 3:
{"formula": "C20H36Br12O6", "method": "wB97M-V/def2-TZVPD", "symbols": ["C", "C", "C", "O", "C", "O", "O", "H", "H", "H", "H", "H", "H", "C", "C", "C", "O", "C", "O", "O", "H", "H", "H", "H", "H", "H", "Br", "C", "C", "Br", "H", "H", "H", "H", "Br", "C", "C", "Br", "H", "H", "H", "H", "Br", "C", "C", "Br", "H", "H", "H", "H", "Br", "C", "C", "Br", "H", "H", "H", "H", "Br", "C", "C", "Br", "H", "H", "H", "H", "Br", "C", "C", "Br", "H", "H", "H", "H"], "coordinates": [[-0.88377, 2.14138, 0.69761], [-1.34944, 0.83274, 1.30168], [-2.11132, -0.05595, 0.30900], [-1.19031, -1.12543, 0.04872], [-0.21325, -1.12450, 0.97477], [0.65618, -1.94554, 0.99726], [-0.26628, -0.02577, 1.73060], [0.05204, 2.06113, 0.14038], [-0.72339, 2.87628, 1.48869], [-1.61285, 2.57225, 0.01336], [-1.93531, 0.92070, 2.21730], [-2.20073, 0.50097, -0.62211], [-3.07197, -0.42043, 0.65524], [3.16310, -1.89478, 3.06859], [2.36291, -0.89474, 2.21809], [2.69908, 0.58319, 2.32178], [2.90606, 0.96610, 0.95608], [2.89286, -0.09675, 0.14364], [2.99743, -0.06506, -1.04957], [2.67195, -1.22785, 0.85790], [4.22648, -1.78604, 2.85617], [2.79243, -2.85043, 2.69357], [2.99893, -1.89380, 4.14436], [1.31528, -1.15276, 2.37714], [3.59452, 0.79362, 2.90668], [1.89485, 1.16493, 2.77078], [-2.67643, -5.73406, 4.04226], [-1.14845, -5.85535, 2.77973], [-1.45793, -4.97986, 1.59119], [-0.13977, -5.02296, 0.14655], [-1.07315, -6.90245, 2.49593], [-0.23615, -5.60384, 3.31035], [-1.37832, -3.93408, 1.87418], [-2.39229, -5.25697, 1.12075], [-0.87232, 8.39828, -0.40816], [-1.68298, 6.68696, 0.22726], [-2.86572, 6.38373, -0.65329], [-3.58574, 4.62307, -0.21367], [-1.93712, 6.80380, 1.27746], [-0.90210, 5.94346, 0.12043], [-2.44895, 6.23140, -1.64759], [-3.64266, 7.13708, -0.67556], [-4.83127, -0.68562, -1.62247], [-4.56955, -2.55573, -2.16205], [-4.29913, -3.34966, -0.89122], [-3.79196, -5.19807, -1.36206], [-3.77162, -2.57889, -2.89548], [-5.49325, -2.92640, -2.59549], [-5.24741, -3.42898, -0.37269], [-3.45116, -2.99596, -0.31807], [-2.05644, 2.21789, -3.85027], [-1.36327, 0.35696, -3.91250], [-0.19070, 0.21284, -2.99176], [1.41454, 1.02542, -3.85927], [-1.19033, 0.07703, -4.94178], [-2.18880, -0.20469, -3.47152], [0.09351, -0.82086, -2.77967], [-0.28760, 0.59792, -1.97808], [0.45776, 4.46720, -1.86194], [1.72972, 5.55350, -0.82491], [2.28372, 4.67111, 0.27271], [4.15661, 5.30476, 0.66198], [1.19348, 6.36990, -0.35369], [2.49335, 5.87981, -1.51675], [2.45331, 3.62793, 0.03313], [1.80051, 4.78658, 1.23715], [6.15781, -3.54108, -1.00175], [4.34157, -3.00246, -1.53818], [3.30108, -3.79020, -0.75382], [3.24918, -5.62150, -1.48163], [4.23641, -3.07611, -2.61785], [4.23114, -1.93165, -1.37145], [2.32330, -3.31464, -0.77080], [3.59003, -3.89797, 0.28662]], "smiles": "C[C@H]1COC(=O)O1.C[C@H]1COC(=O)O1.BrCCBr.BrCCBr.BrCCBr.BrCCBr.BrCCBr.BrCCBr", "molar_mass_g_mol": 1331.3, "total_charge": 0, "orbital_gap_ev": 9.4, "energy_ev": -874118.7459, "homo_energy_ev": -9.5, "relative_energy_kj_mol": 0.0}



Entry 4:
{"formula": "C11H10ClN3O2", "method": "wB97M-V/def2-TZVPD", "symbols": ["C", "O", "C", "C", "C", "C", "C", "O", "C", "C", "C", "Cl", "N", "C", "N", "N", "C", "H", "H", "H", "H", "H", "H", "H", "H", "H", "H"], "coordinates": [[2.55413, -0.58753, 3.68810], [1.47115, -0.59193, 2.78845], [1.73132, -0.59361, 1.45555], [3.00117, -0.58527, 0.88725], [3.13531, -0.59966, -0.49145], [2.02961, -0.60906, -1.31784], [0.76044, -0.60636, -0.74844], [-0.32051, -0.68756, -1.60113], [-1.40177, 0.08461, -1.41934], [-1.39543, 1.27603, -0.68013], [-2.59780, 1.95706, -0.66383], [-2.72923, 3.43771, 0.19622], [-3.68649, 1.55074, -1.28040], [-3.58050, 0.40705, -1.96452], [-4.67823, -0.03029, -2.59970], [-2.48047, -0.33910, -2.05669], [0.60871, -0.60833, 0.62726], [2.10966, -0.59151, 4.68194], [3.17961, -1.47765, 3.56796], [3.16985, 0.30990, 3.57143], [3.88596, -0.57341, 1.50275], [4.12413, -0.59907, -0.92434], [2.12676, -0.62142, -2.39090], [-0.51859, 1.64574, -0.17997], [-4.61922, -0.86534, -3.15183], [-5.50982, 0.52977, -2.57737], [-0.36975, -0.63152, 1.08094]], "smiles": "COc1cccc(Oc2cc(Cl)nc(N)n2)c1", "molar_mass_g_mol": 251.7, "total_charge": 0, "orbital_gap_ev": 9.6, "energy_ev": -32657.3755, "homo_energy_ev": -8.8, "relative_energy_kj_mol": 0.0}



Entry 5:
{"formula": "C16H26F6O13", "method": "wB97M-V/def2-TZVPD", "symbols": ["O", "C", "O", "O", "H", "O", "C", "O", "O", "H", "C", "O", "C", "C", "O", "C", "C", "O", "C", "H", "H", "H", "H", "H", "H", "H", "H", "H", "H", "H", "H", "H", "H", "C", "C", "O", "C", "O", "C", "F", "F", "F", "H", "H", "H", "H", "H", "C", "C", "O", "C", "O", "C", "F", "F", "F", "H", "H", "H", "H", "H"], "coordinates": [[3.27662, 4.11620, -6.88328], [4.04147, 5.09573, -6.27792], [3.53906, 5.50139, -5.18791], [5.05327, 5.62757, -6.85306], [2.55903, 4.05059, -6.24895], [-0.65759, 0.78796, -2.38509], [-0.69196, 2.02316, -2.07489], [-1.06864, 2.74103, -3.04140], [-0.39718, 2.46913, -0.92254], [-0.71843, 1.06703, -3.30162], [0.40440, 0.26133, 7.52416], [1.77604, 0.16633, 7.05795], [2.67392, -0.54278, 7.89389], [3.99123, -0.72802, 7.16156], [3.82602, -0.76527, 5.72184], [4.70721, -1.56995, 5.00740], [4.57175, -1.29026, 3.46723], [4.43647, 0.12494, 3.36940], [4.30573, 0.46405, 1.94796], [-0.06675, 1.24423, 7.52831], [0.23938, -0.07810, 8.54674], [-0.19989, -0.25453, 6.77798], [2.17958, -1.49086, 8.10571], [2.87359, -0.18861, 8.90522], [4.62963, -1.52989, 7.53243], [4.50118, 0.20104, 7.41635], [4.59846, -2.57188, 5.42262], [5.65056, -1.16015, 5.36831], [3.60634, -1.74034, 3.23586], [5.33636, -1.72961, 2.82658], [5.26902, 0.51703, 1.44064], [3.96089, 1.49448, 2.03404], [3.56992, -0.10311, 1.37786], [-5.60956, -0.31850, 3.63221], [-4.46581, -0.43194, 2.62780], [-3.77157, -1.75380, 2.64011], [-2.38748, -2.05823, 2.76951], [-1.61106, -1.19524, 3.18820], [-2.04725, -3.56455, 2.47562], [-3.06337, -4.27458, 1.94943], [-0.94229, -3.70876, 1.71175], [-1.76384, -4.13521, 3.69362], [-6.31221, -1.09211, 3.32253], [-6.17556, 0.61282, 3.65184], [-5.13457, -0.42998, 4.60690], [-3.78775, 0.41959, 2.68454], [-4.83164, -0.20357, 1.62675], [-4.33421, 0.41231, -6.99458], [-3.55011, -0.60272, -7.83679], [-2.78964, 0.10695, -8.77957], [-2.07684, -0.54167, -9.78031], [-2.15043, -1.79706, -9.94716], [-1.35084, 0.42907, -10.75891], [-0.04467, 0.17421, -10.63135], [-1.71035, 0.27094, -12.00661], [-1.56144, 1.70318, -10.43003], [-3.75550, 1.32718, -7.12182], [-3.98816, 0.27146, -5.97061], [-5.38358, 0.57057, -7.24336], [-4.20824, -1.21631, -8.45199], [-2.96871, -1.18395, -7.12108]], "molar_mass_g_mol": 540.4, "total_charge": -2, "orbital_gap_ev": 5.1, "energy_ev": -59932.6638, "homo_energy_ev": -1.7, "relative_energy_kj_mol": 70.4}